{"formula": "C27H15Cl3IN5O3Sr", "method": "ωB97M-V with the def2-TZVPD basis set", "species": ["Sr", "Cl", "C", "C", "C", "I", "C", "O", "C", "N", "C", "C", "C", "C", "H", "H", "H", "H", "Cl", "C", "Cl", "C", "O", "O", "H", "C", "C", "C", "C", "C", "C", "N", "C", "C", "C", "C", "C", "C", "H", "H", "H", "H", "H", "H", "H", "H", "H", "H", "N", "C", "C", "C", "N", "C", "N"], "coordinates": [[0.4157, -0.5745, 0.4049], [-4.7250, -5.5011, -1.8636], [-3.7077, -4.1190, -1.5362], [-3.9744, -2.9367, -2.1895], [-3.1809, -1.8360, -1.9380], [-3.5487, -0.0030, -2.9118], [-2.0896, -1.8274, -1.0490], [-1.3797, -0.8190, -0.8292], [-1.8312, -3.0951, -0.3950], [-0.7836, -3.1229, 0.4289], [-0.4869, -4.2245, 1.0608], [-1.2343, -5.4045, 0.9290], [-2.3114, -5.4148, 0.0833], [-2.6452, -4.2409, -0.6264], [-4.7975, -2.8800, -2.8885], [0.3782, -4.1930, 1.7021], [-0.9510, -6.2828, 1.4904], [-2.9096, -6.3063, -0.0512], [2.8718, -1.4452, 4.5324], [2.5218, -2.5883, 3.2485], [1.7239, -4.0077, 3.9180], [1.6018, -1.9456, 2.1604], [1.9678, -2.1817, 1.0105], [0.6352, -1.2976, 2.5474], [3.4621, -2.9228, 2.8117], [1.9396, 2.4476, -4.2838], [1.7388, 3.4770, -3.3735], [1.1288, 3.2426, -2.1631], [0.6945, 1.9483, -1.7940], [1.0029, 0.9077, -2.6907], [1.5853, 1.1570, -3.9121], [0.0728, 1.6718, -0.6199], [-0.7271, 2.5965, -0.0354], [-0.9734, 2.5364, 1.3486], [-1.7416, 3.4857, 1.9865], [-2.3427, 4.5129, 1.2698], [-2.1995, 4.5333, -0.1090], [-1.4172, 3.6014, -0.7534], [2.3800, 2.6433, -5.2528], [2.0640, 4.4810, -3.6223], [0.9987, 4.0560, -1.4601], [0.7404, -0.1078, -2.3963], [1.7609, 0.3375, -4.6005], [-0.5166, 1.7220, 1.9125], [-1.8667, 3.4393, 3.0611], [-2.9202, 5.2745, 1.7774], [-2.7064, 5.2959, -0.6902], [-1.3441, 3.6214, -1.8324], [2.3970, 0.6364, 0.9041], [3.1074, 1.1354, 1.6737], [3.9426, 1.7377, 2.5797], [3.4258, 2.6795, 3.4640], [3.0328, 3.4652, 4.2134], [5.2951, 1.4315, 2.6378], [6.4266, 1.2036, 2.7108]], "atomic_forces_ev_per_a": [[-0.7, 1.2, -1.3], [-0.2, -0.2, 0.0], [-0.4, 0.1, -0.3], [0.0, -0.7, 0.3], [0.2, 1.0, -0.2], [0.0, -0.3, 0.1], [-0.9, -0.4, -0.5], [-1.4, 0.0, -1.1], [-0.7, -0.4, -0.4], [0.4, 0.2, 0.2], [0.1, -0.1, 0.1], [-0.2, 0.0, -0.2], [0.1, 0.0, 0.1], [0.2, 0.2, 0.1], [0.0, 0.0, 0.0], [0.1, -0.1, 0.1], [0.0, -0.1, 0.0], [0.0, 0.0, 0.0], [0.2, 0.3, 0.2], [0.2, 0.4, -0.3], [-0.2, -0.7, 0.3], [1.7, -1.4, 1.8], [1.1, -1.1, -0.9], [-1.0, 0.2, 1.7], [-0.2, 0.1, 0.0], [0.1, -0.1, -0.2], [0.0, 0.1, -0.1], [0.1, 0.1, 0.1], [-0.1, 0.3, 0.0], [-0.1, -0.3, 0.3], [0.2, 0.0, -0.3], [0.0, 0.3, 0.0], [0.0, 0.1, -0.3], [0.2, -0.3, 0.1], [-0.1, 0.1, 0.1], [-0.2, 0.1, 0.3], [0.0, 0.1, -0.1], [-0.2, 0.0, 0.0], [0.1, 0.0, 0.0], [0.0, 0.1, 0.0], [0.0, 0.0, 0.0], [-0.1, 0.1, -0.2], [0.0, 0.0, 0.0], [0.0, 0.3, 0.1], [0.0, 0.0, 0.1], [-0.1, 0.0, 0.0], [0.0, 0.0, 0.0], [0.0, 0.0, 0.0], [1.6, 0.9, 0.6], [-0.8, -0.6, -1.1], [0.1, 0.2, 0.2], [-0.2, 0.6, 0.5], [-0.1, 0.2, 0.2], [0.9, -0.2, 0.0], [0.1, -0.1, 0.0]], "orbital_gap_ha": 0.1889, "e_lumo_ev": 3.7354, "total_charge": -2, "de_lowest_kj_mol": 199.7}